(1)
A molecular structure, C12H14Br2F6IO4PSi2 in a non-equilibrium geometry. Source: the Open Molecules 2025 dataset; level of theory: ωB97M-V with the def2-TZVPD basis set.

The HOMO energy is -9.66 eV. Its total energy is -210402.997 eV. The value obtained for the strongest force on any atom is 3.34 eV/A. As for the total charge: 0. The LUMO energy is -0.0318 eV.

Each line ends with the Löwdin charge.
Positions of all 42 atoms, in Å:
C -3.49 2.27 2.33  -0.19
C -2.49 1.02 2.10  -0.76
Br -1.09 1.22 3.51  0.68
C -1.90 1.18 0.64  -0.73
Br -0.94 2.91 0.56  0.74
Si -0.81 -0.30 0.06  0.48
C -1.77 -1.94 -0.01  -0.28
P -2.37 -2.61 1.61  0.49
O -1.75 -2.01 2.82  -0.33
O -1.97 -4.24 1.63  -0.18
O -4.03 -2.50 1.67  -0.15
O 0.58 -0.30 1.06  -0.35
Si 1.40 -1.78 1.18  0.07
F 2.90 -1.42 1.86  -0.24
I 1.86 -2.94 -0.92  0.63
C -0.38 0.13 -1.79  -0.43
F -0.79 -0.96 -2.61  -0.03
F -1.14 1.23 -2.24  -0.01
C 1.12 0.47 -2.05  -0.16
C 1.74 -0.12 -3.26  -0.05
C 3.15 0.11 -3.60  -0.05
C 4.00 0.95 -2.73  0.01
C 3.37 1.57 -1.56  -0.06
C 4.14 2.51 -0.58  -0.49
F 3.26 3.36 0.06  0.10
F 4.68 1.71 0.42  0.09
F 5.17 3.20 -1.15  0.12
C 1.95 1.33 -1.23  0.03
H -3.90 2.67 1.38  0.07
H -4.29 1.88 3.03  0.08
H -2.94 3.04 2.93  0.04
H -3.12 0.11 2.24  0.07
H -2.77 1.22 -0.08  0.09
H -1.24 -2.78 -0.55  0.04
H -2.70 -1.73 -0.63  0.09
H -1.13 -4.30 2.14  0.07
H -4.41 -3.30 1.24  0.09
H 0.73 -2.61 2.20  0.00
H 1.16 -0.79 -3.95  0.11
H 3.61 -0.36 -4.50  0.10
H 5.09 1.11 -2.95  0.12
H 1.53 1.80 -0.31  0.07

(2)
A molecular structure, C24H16Co2NO6 in a non-equilibrium geometry. Source: the Open Molecules 2025 dataset; level of theory: ωB97M-V with the def2-TZVPD basis set.

For the energy relative to the best compared isomer or geometry (same formula, charge and spin), the calculation gives 139.3 kcal per mole. The HOMO energy is -3.72 eV. Its total energy is -114169.962 eV. The value obtained for the strongest force on any atom is 7.06 eV/A. As for the total charge: -1. The LUMO energy is 2.7460 eV.

Each line ends with the Löwdin charge.
Positions of all 49 atoms, in Å:
O 1.79 0.42 2.09  0.07
C 1.00 -0.09 1.33  -0.22
Co -0.11 0.81 -0.17  0.16
C 0.64 -1.56 1.29  -0.34
O 1.27 -2.44 1.86  0.08
C 1.03 2.09 -0.16  -0.14
O 1.81 2.94 -0.13  0.13
C 0.51 -0.40 -1.47  -0.28
C 1.85 -0.72 -1.93  -0.19
C 2.64 0.32 -2.44  -0.03
C 3.98 0.09 -2.76  -0.10
C 4.54 -1.20 -2.66  -0.11
C 3.70 -2.25 -2.21  -0.10
C 2.38 -2.01 -1.85  -0.02
C -0.57 -0.97 -0.79  -0.31
C -0.60 -1.89 0.35  -0.24
Co -1.10 -0.01 -2.20  0.16
C -0.78 1.75 -1.99  -0.23
O -0.67 2.87 -2.32  0.07
C -2.71 -0.66 -2.05  -0.15
O -3.77 -1.15 -2.02  0.09
C -1.15 0.14 -3.90  -0.16
O -1.18 0.28 -5.05  0.10
H 2.22 1.32 -2.57  0.11
H 4.59 0.92 -3.12  0.10
H 5.58 -1.38 -2.97  0.09
H 4.11 -3.25 -2.17  0.09
H 1.77 -2.84 -1.49  0.11
H -1.54 -2.51 0.63  0.15
H -0.16 -2.86 -0.02  0.12
C -1.42 -2.23 3.32  -0.02
C -1.26 -0.95 2.62  -0.33
C -1.68 -0.65 1.29  -0.10
C -1.48 0.85 1.13  -0.25
C -1.09 1.32 2.47  -0.19
N -0.95 0.20 3.27  0.13
C -1.15 2.66 2.81  -0.04
C -1.65 3.58 1.87  -0.09
C -2.26 3.16 0.68  -0.10
C -2.29 1.79 0.35  -0.03
H -1.81 -2.97 2.60  0.09
H -0.47 -2.63 3.73  0.09
H -2.16 -2.08 4.12  0.09
H -2.65 -0.98 0.90  0.15
H -0.64 0.23 4.24  0.17
H -0.84 2.98 3.81  0.11
H -1.65 4.65 2.12  0.10
H -2.68 3.92 -0.01  0.11
H -2.96 1.41 -0.44  0.11

(3)
A molecular structure, C36H26IMgN7O4. Source: the Open Molecules 2025 dataset; level of theory: ωB97M-V with the def2-TZVPD basis set.

For the energy relative to the best compared isomer or geometry (same formula, charge and spin), the calculation gives 18.2 kcal per mole. The HOMO energy is -6.74 eV. Its total energy is -69917.597 eV. The value obtained for the strongest force on any atom is 0.50 eV/A. As for the total charge: 0. The LUMO energy is 0.0790 eV.

Each line ends with the Löwdin charge.
Positions of all 75 atoms, in Å:
Mg 0.65 0.72 -0.03  0.59
O 1.40 2.32 0.89  -0.23
N 1.16 2.37 2.15  0.01
N 0.22 1.59 2.52  -0.22
O -0.42 0.79 1.71  -0.15
C -0.04 1.51 3.93  -0.17
C 0.05 2.65 4.72  -0.02
C -0.20 2.54 6.07  -0.08
C -0.55 1.31 6.63  -0.09
C -0.65 0.19 5.82  -0.07
C -0.40 0.28 4.46  0.00
H 0.32 3.59 4.27  0.11
H -0.13 3.42 6.70  0.11
H -0.75 1.24 7.69  0.10
H -0.94 -0.76 6.24  0.10
H -0.49 -0.57 3.80  0.10
O -0.70 -2.58 -6.96  0.08
N -0.93 -1.82 -6.04  -0.34
O -1.81 -0.98 -6.05  0.06
C -0.06 -1.90 -4.84  -0.11
C 0.34 -3.14 -4.49  0.02
C 1.16 -3.25 -3.33  -0.15
C 1.74 -4.48 -2.95  -0.02
C 2.60 -4.52 -1.90  -0.06
C 2.88 -3.32 -1.23  -0.15
N 2.33 -2.17 -1.52  0.11
C 1.44 -2.12 -2.54  -0.13
C 0.85 -0.82 -2.87  -0.17
N 1.00 0.21 -2.02  0.02
C 0.48 1.52 -2.43  -0.33
C 0.18 1.68 -3.88  -0.04
C 0.01 0.61 -4.66  -0.04
C 0.21 -0.72 -4.12  -0.10
H 0.08 -4.01 -5.08  0.12
H 1.51 -5.37 -3.53  0.12
H 3.08 -5.45 -1.60  0.10
H 3.61 -3.31 -0.42  0.10
H 1.21 2.29 -2.16  0.14
H 0.10 2.68 -4.28  0.12
H -0.23 0.73 -5.71  0.12
I 4.11 0.21 0.56  1.01
C 2.77 -1.12 1.42  -0.77
C 3.24 -2.06 2.33  -0.13
C 2.36 -3.02 2.81  -0.05
C 1.05 -3.00 2.36  -0.05
C 0.66 -2.00 1.50  -0.13
N 1.50 -1.07 1.03  -0.03
H 4.28 -2.04 2.64  0.09
H 2.70 -3.77 3.51  0.11
H 0.33 -3.74 2.70  0.11
H -0.37 -1.92 1.17  0.13
N -0.60 1.79 -1.41  0.12
C -1.78 2.24 -1.60  -0.17
C -2.46 2.45 -2.91  -0.20
C -2.83 1.35 -3.68  -0.04
C -3.50 1.54 -4.88  -0.07
C -3.80 2.83 -5.31  -0.08
C -3.44 3.92 -4.54  -0.07
C -2.78 3.73 -3.33  -0.03
C -2.58 2.59 -0.39  -0.16
C -1.95 3.16 0.71  -0.03
C -2.68 3.46 1.85  -0.07
C -4.04 3.18 1.89  -0.08
C -4.68 2.64 0.79  -0.07
C -3.95 2.35 -0.36  -0.02
H -2.57 0.35 -3.36  0.13
H -3.77 0.68 -5.48  0.10
H -4.31 2.97 -6.26  0.10
H -3.67 4.92 -4.88  0.10
H -2.52 4.58 -2.72  0.12
H -0.89 3.37 0.66  0.10
H -2.18 3.90 2.70  0.10
H -4.61 3.40 2.79  0.10
H -5.74 2.43 0.81  0.10
H -4.45 1.95 -1.23  0.12

(4)
A molecular structure, C4H22O8 in a non-equilibrium geometry. Source: the Open Molecules 2025 dataset; level of theory: ωB97M-V with the def2-TZVPD basis set.

For the energy relative to the best compared isomer or geometry (same formula, charge and spin), the calculation gives 319.3 kcal per mole. The HOMO energy is -8.39 eV. Its total energy is -20870.968 eV. The value obtained for the strongest force on any atom is 13.57 eV/A. As for the total charge: 0. The LUMO energy is -0.4676 eV.

Each line ends with the Löwdin charge.
Positions of all 34 atoms, in Å:
C 2.44 -0.74 3.22  -0.09
O 1.28 -1.62 3.23  -0.21
C 0.63 -1.73 1.93  -0.11
C 0.08 -0.40 1.24  -0.21
O -1.00 0.07 1.97  -0.13
C -1.49 1.25 1.39  -0.10
H 3.03 -0.76 4.14  0.08
H 2.04 0.28 3.19  0.08
H 3.09 -1.03 2.39  0.08
H -0.25 -2.34 2.14  0.12
H 1.29 -2.25 1.24  0.12
H -0.26 -0.59 0.23  0.09
H 0.85 0.36 1.09  0.10
H -0.81 2.08 1.59  0.10
H -2.41 1.52 1.91  0.11
H -1.61 1.25 0.31  0.03
O -0.08 0.04 -1.26  -0.14
H 0.27 0.86 -1.62  -0.16
H -0.91 0.29 -0.86  -0.06
O 0.66 1.72 -2.30  0.09
H 0.73 2.56 -2.74  0.13
H 1.56 1.38 -2.26  0.09
O -0.76 -1.46 -2.77  0.09
H -0.11 -0.77 -2.63  0.06
H -0.58 -1.77 -3.66  0.11
O -2.53 -0.99 -1.89  -0.05
H -1.78 -1.24 -2.42  -0.26
H -2.33 -0.12 -1.56  -0.31
O 2.08 0.50 -0.61  -0.05
H 1.13 0.61 -0.71  -0.06
H 2.37 0.14 -1.44  0.05
O -2.09 0.76 -1.14  0.09
H -1.94 1.69 -0.96  0.15
H -2.59 0.45 -0.38  0.15

(5)
A single C9H9ClN2O2S molecule in a non-equilibrium geometry. Source: the Open Molecules 2025 dataset; level of theory: ωB97M-V with the def2-TZVPD basis set.

For the energy relative to the best compared isomer or geometry (same formula, charge and spin), the calculation gives 107.9 kcal per mole. The HOMO energy is -8.08 eV. Its total energy is -39905.308 eV. The value obtained for the strongest force on any atom is 4.09 eV/A. As for the total charge: 0. The LUMO energy is -0.9166 eV.

Each line ends with the Löwdin charge.
Positions of all 24 atoms, in Å:
C 0.40 2.46 0.38  0.07
C -0.66 1.67 0.17  -0.25
C 3.05 -0.15 -0.33  -0.48
C 0.62 -2.44 0.86  -0.43
C 1.73 2.01 0.00  -0.41
C 0.68 -0.09 -0.41  -0.57
C -3.03 1.77 -0.54  -0.14
C 0.82 -4.81 0.20  -0.03
C -2.06 2.15 0.54  -0.20
N -0.48 0.38 -0.26  0.12
N 1.84 0.61 -0.33  -0.07
O 2.60 2.82 -0.08  0.06
O 0.80 -3.65 1.10  -0.24
S 0.71 -1.90 -0.78  0.92
Cl 4.39 0.70 -0.64  0.78
H 0.24 3.40 0.71  0.09
H -2.84 2.37 -1.47  0.08
H -4.10 2.11 -0.22  0.10
H -2.91 0.70 -0.88  0.08
H -0.21 -5.16 0.00  0.10
H 1.54 -5.52 0.60  0.09
H 1.35 -4.25 -0.67  0.08
H -2.47 1.60 1.41  0.13
H -2.01 3.22 0.62  0.10